#A
Entry from the Open Molecules 2025 dataset: 2 unconnected molecules or ions with the total composition C5H12N2O2 (wB97M-V/def2-TZVPD).

Properties
Orbital gap ... 9.60 eV
SMILES ... C=C(C)[C@H](N)O.NC=O
LUMO level ... 0.6 eV

Structure (XYZ):
```
21
C5H12N2O2 wB97M-V/def2-TZVPD
C -1.218 -0.691 1.812
C -1.274 -0.070 0.642
C -1.876 1.292 0.458
C -0.527 -0.612 -0.562
N -1.262 -0.412 -1.765
O -0.070 -1.893 -0.444
H -1.679 -0.271 2.694
H -0.743 -1.655 1.915
H -1.102 2.038 0.253
H -2.421 1.598 1.352
H -2.565 1.285 -0.388
H 0.493 0.066 -0.545
H -1.459 -1.294 -2.218
H -0.854 0.218 -2.442
H 0.908 -1.844 -0.078
N 3.019 0.757 -0.535
C 2.148 0.040 0.244
O 2.238 -1.203 0.317
H 3.002 1.763 -0.514
H 3.427 0.276 -1.322
H 1.815 0.612 1.126
```



#B
Entry from the Open Molecules 2025 dataset: a molecular structure, C5H12N2O2 (wB97M-V/def2-TZVPD).

Properties
Orbital gap ... 8.85 eV
LUMO level ... 0.7 eV

Structure (XYZ):
```
21
C5H12N2O2 wB97M-V/def2-TZVPD
C 0.555 -1.270 -0.689
C 1.859 0.260 1.200
C 1.141 -2.111 -1.804
C 1.938 0.131 -0.155
O 2.599 0.488 -1.095
H -0.100 -1.816 -0.006
H -0.084 -0.472 -1.064
H 0.897 0.167 1.688
H 1.463 -1.182 0.341
H 2.715 0.595 1.769
H 1.616 -3.019 -1.428
H 1.895 -1.547 -2.352
H 0.362 -2.399 -2.512
C -1.889 1.137 1.022
N -1.195 1.883 0.099
N -3.201 1.516 1.201
O -1.391 0.197 1.620
H -1.545 2.781 -0.190
H -3.689 1.995 0.463
H -3.753 0.881 1.753
H -0.191 1.788 0.136
```



Tell me which of them is the least stable. Sure, it is #B.



#A
Entry from the Open Molecules 2025 dataset: 2 unconnected molecules or ions with the total composition C5H12N2O2 (wB97M-V/def2-TZVPD).

Properties
Orbital gap ... 10.10 eV
SMILES ... CCC(N)=O.CC(N)=O
LUMO level ... 0.8 eV

Structure (XYZ):
```
21
C5H12N2O2 wB97M-V/def2-TZVPD
C 1.456 -2.729 1.339
C 0.503 -1.657 0.792
C 0.947 -0.242 1.097
N 1.855 0.330 0.269
O 0.591 0.293 2.138
H 2.214 -2.940 0.588
H 0.820 -3.569 1.604
H 1.964 -2.460 2.239
H 0.282 -1.797 -0.271
H -0.503 -1.753 1.209
H 2.092 1.275 0.520
H 1.884 -0.005 -0.677
C -2.007 1.204 -0.308
C -1.105 1.429 -1.498
N -1.433 2.496 -2.302
O -0.197 0.683 -1.798
H -3.025 1.100 -0.647
H -2.011 2.047 0.379
H -1.661 0.296 0.171
H -0.705 2.737 -2.923
H -1.960 3.262 -1.919
```



#B
Entry from the Open Molecules 2025 dataset: a single C5H12N2O2 molecule (wB97M-V/def2-TZVPD).

Properties
Orbital gap ... 9.59 eV
SMILES ... CN1O[C@](N)(O)C1(C)C
LUMO level ... 0.9 eV

Structure (XYZ):
```
21
C5H12N2O2 wB97M-V/def2-TZVPD
C 0.243 -1.532 1.798
N -0.503 -0.579 1.020
O -1.206 -1.276 -0.110
C -0.750 -0.300 -1.029
N -1.849 0.464 -1.531
O -0.038 -0.809 -2.094
C 0.194 0.325 0.085
C -0.076 1.780 0.443
C 1.676 0.085 -0.161
H 0.919 -2.159 1.207
H -0.477 -2.168 2.312
H 0.815 -0.969 2.536
H -2.506 0.686 -0.796
H -1.533 1.310 -1.988
H -0.624 -1.378 -2.609
H 0.173 2.427 -0.396
H -1.120 1.922 0.715
H 0.538 2.066 1.295
H 2.251 0.293 0.740
H 1.859 -0.937 -0.483
H 2.014 0.749 -0.953
```



#C
Entry from the Open Molecules 2025 dataset: 2 unconnected molecules or ions with the total composition C5H12N2O2 (wB97M-V/def2-TZVPD).

Properties
Orbital gap ... 9.71 eV
SMILES ... CN(C)C=O.C=CON
LUMO level ... 0.8 eV

Structure (XYZ):
```
21
C5H12N2O2 wB97M-V/def2-TZVPD
C -2.173 -0.824 -0.239
N -1.168 -0.400 0.713
C -0.322 -1.399 1.336
C -1.116 0.927 1.140
O -0.299 1.377 1.926
H -3.090 -0.238 -0.126
H -1.780 -0.651 -1.244
H -2.406 -1.886 -0.129
H 0.276 -1.869 0.552
H -0.940 -2.171 1.803
H 0.348 -0.957 2.077
H -1.906 1.550 0.686
C 2.009 -0.412 -1.257
C 1.053 0.455 -1.621
O 0.695 1.698 -1.070
N 1.693 2.280 -0.200
H 2.483 -0.389 -0.283
H 2.263 -1.239 -1.913
H 0.537 0.360 -2.570
H 2.535 1.723 -0.311
H 1.307 2.064 0.728
```



#D
Entry from the Open Molecules 2025 dataset: a molecular structure, C5H12N2O2 (wB97M-V/def2-TZVPD).

Properties
Orbital gap ... 9.90 eV
LUMO level ... 0.7 eV

Structure (XYZ):
```
21
C5H12N2O2 wB97M-V/def2-TZVPD
C 2.579 -0.366 0.641
C 2.105 -0.613 -1.705
C -0.159 1.128 -0.176
C -2.367 0.980 1.016
C -2.676 -0.304 0.226
H 2.422 0.374 1.424
H 3.812 -0.517 0.567
H 2.398 -1.329 0.887
H 3.196 -1.343 -1.697
H 0.974 -1.470 -1.527
H 2.113 0.229 -2.838
H 0.241 2.186 -0.544
H -2.483 0.862 2.355
H -3.496 1.581 0.751
H -3.864 -0.479 0.381
H -2.826 -0.028 -0.932
H -1.219 -1.312 0.676
N 2.070 0.160 -0.473
N 0.521 0.060 -0.201
O -1.223 1.656 0.503
O -2.118 -1.456 0.665
```



Tell me which of them is the least stable. Sure, it is #D.



#A
Entry from the Open Molecules 2025 dataset: a single C5H12N2O2 molecule (wB97M-V/def2-TZVPD).

Properties
Orbital gap ... 9.42 eV
SMILES ... C[C@H](O)C(=NN)[C@H](C)O
LUMO level ... 0.4 eV

Structure (XYZ):
```
21
C5H12N2O2 wB97M-V/def2-TZVPD
C 1.790 -0.701 1.236
C 0.900 -0.636 -0.006
O 1.608 -0.439 -1.098
C -0.158 0.497 0.206
N -0.045 1.791 0.049
N 1.181 2.356 -0.294
C -1.510 -0.128 0.367
C -2.012 -0.890 -0.877
O -2.513 0.880 0.561
H 2.659 0.130 1.108
H 2.299 -1.867 1.448
H 1.037 -0.280 2.242
H 0.273 -1.614 -0.027
H 2.064 -1.336 -1.276
H 0.967 3.104 -1.046
H 1.749 1.564 -0.763
H -1.720 -0.743 1.216
H -2.890 -1.303 -0.469
H -1.402 -1.785 -1.011
H -2.107 -0.287 -1.742
H -2.169 1.687 0.175
```



#B
Entry from the Open Molecules 2025 dataset: a single C5H12N2O2 molecule (wB97M-V/def2-TZVPD).

Properties
Orbital gap ... 9.48 eV
SMILES ... CN(N)C(C)(C)C(=O)O
LUMO level ... 0.6 eV

Structure (XYZ):
```
21
C5H12N2O2 wB97M-V/def2-TZVPD
C -0.866 1.866 0.542
N 0.137 0.835 0.716
N 0.008 0.301 2.018
C 0.211 -0.156 -0.380
C -1.144 -0.761 -0.781
C 0.889 0.500 -1.587
C 1.146 -1.261 0.117
O 2.343 -1.248 0.026
O 0.494 -2.282 0.696
H -1.894 1.490 0.619
H -0.727 2.354 -0.418
H -0.708 2.594 1.335
H -0.680 -0.453 2.074
H 0.910 -0.051 2.324
H -1.675 -1.144 0.088
H -0.990 -1.583 -1.475
H -1.758 -0.008 -1.267
H 0.240 1.242 -2.041
H 1.810 0.976 -1.266
H 1.127 -0.255 -2.332
H 1.127 -2.957 0.991
```



Tell me which of them is the least stable. Sure, it is #A.



#A
Entry from the Open Molecules 2025 dataset: 2 unconnected molecules or ions with the total composition C12H14NO2 (wB97M-V/def2-TZVPD).

Properties
Orbital gap ... 7.62 eV
Total charge ... -1
LUMO level ... 3.2 eV

Structure (XYZ):
```
29
C12H14NO2 wB97M-V/def2-TZVPD
C 2.001 2.109 -3.001
C 1.138 1.459 -1.947
C -0.061 1.894 -1.450
C 1.190 0.075 -1.586
C 0.148 -0.148 -0.664
C 1.971 -1.018 -2.019
C -0.182 -1.418 -0.192
C 1.698 -2.242 -1.483
C 0.651 -2.461 -0.556
N -0.674 0.937 -0.713
H 1.430 2.691 -3.699
H 2.592 1.395 -3.572
H -0.318 2.939 -1.385
H -1.550 0.980 -0.185
H 2.669 -0.831 -2.823
H -1.016 -1.568 0.493
H 2.270 -3.144 -1.665
H 0.530 -3.449 -0.114
H 2.591 2.878 -2.493
C -1.236 0.409 2.820
C -1.195 -0.960 3.496
C -2.717 0.566 2.221
O -3.605 0.728 3.079
O -2.830 0.447 0.960
H -1.135 1.209 3.561
H -0.688 0.441 1.881
H -0.167 -1.323 3.534
H -1.832 -1.684 3.018
H -1.672 -0.909 4.480
```



#B
Entry from the Open Molecules 2025 dataset: 2 unconnected molecules or ions with the total composition C12H14NO2 (wB97M-V/def2-TZVPD).

Properties
Orbital gap ... 7.94 eV
Total charge ... -1
LUMO level ... 3.3 eV

Structure (XYZ):
```
29
C12H14NO2 wB97M-V/def2-TZVPD
C 0.409 -4.236 0.346
C -0.014 -0.638 -0.643
C -0.205 -2.029 -0.918
C 0.494 -2.743 0.106
C 1.011 -1.799 0.944
C -0.857 0.294 -1.267
C -1.642 -0.139 -2.322
C -1.638 -1.477 -2.752
C -0.955 -2.441 -2.022
N 0.700 -0.544 0.509
H -0.971 1.309 -0.921
H -2.283 0.564 -2.854
H 0.848 0.340 1.025
H -2.259 -1.784 -3.586
H 1.619 -1.852 1.814
H -1.086 -3.483 -2.300
H -0.138 -4.726 -0.452
H -0.211 -4.465 1.219
H 1.390 -4.670 0.359
C 0.778 3.411 0.759
C -0.431 4.000 1.479
C 1.694 2.694 1.789
O 1.544 1.436 1.878
O 2.489 3.396 2.423
H 0.531 2.683 -0.002
H 1.417 4.216 0.442
H -0.168 4.328 2.493
H -1.332 3.408 1.440
H -0.734 4.946 1.013
```



Tell me which of them is the least stable. Sure, it is #A.



#A
Entry from the Open Molecules 2025 dataset: a single C4H7OP molecule (wB97M-V/def2-TZVPD).

Properties
Orbital gap ... 9.93 eV
SMILES ... C=C[C@@H]1C[P@@H]1=O
LUMO level ... 0.9 eV

Structure (XYZ):
```
13
C4H7OP wB97M-V/def2-TZVPD
C -1.062 1.365 1.529
C -0.655 0.218 0.852
C 0.131 0.050 -0.414
C 0.328 -1.392 -1.273
P 1.696 -0.963 -0.097
O 2.176 -1.733 1.081
H -1.075 2.394 1.008
H -1.659 1.485 2.463
H -0.685 -0.743 1.304
H 0.185 1.011 -0.974
H 0.472 -1.210 -2.256
H -0.179 -2.308 -1.193
H 2.879 -0.353 -0.836
```



#B
Entry from the Open Molecules 2025 dataset: 2 unconnected molecules or ions with the total composition C4H7OP (wB97M-V/def2-TZVPD).

Properties
Orbital gap ... 8.46 eV
SMILES ... C=C=CC.O=P
LUMO level ... -0.9 eV

Structure (XYZ):
```
13
C4H7OP wB97M-V/def2-TZVPD
C -0.208 1.796 -1.164
C -0.579 0.591 -0.862
C -0.933 -0.619 -0.562
C -0.017 -1.801 -0.468
H -0.211 2.158 -2.181
H 0.097 2.502 -0.406
H -1.974 -0.817 -0.331
H 0.204 -2.011 0.579
H -0.493 -2.678 -0.899
H 0.923 -1.618 -0.982
O 2.734 -0.540 1.182
P 3.339 0.353 0.200
H 2.298 0.510 -0.817
```



Tell me which of them is the least stable. Sure, it is #A.